The following is a quantum chemistry calculation of a 2-piece molecular cluster, C2HNS2 overall, from the OMol25 dataset.

Element x y z (Å)
1 C 1.015 1.986 -0.123
2 C 0.207 -0.251 -0.656
3 N 1.374 3.054 -0.337
4 S -0.266 -0.259 -2.342
5 S 1.529 -0.921 -1.433
6 H -0.310 -0.607 0.192

- HOMO energy (eV) = -10.0
- charge = 0
- frontier orbital gap (eV) = 8.031

These are the natural (NBO) partial charges, in e, on atoms 1 to 2:
1 C 0.065
2 C -0.369



The following is a quantum chemistry calculation of C2HNiO2 as an isolated structure, from the OMol25 dataset.

Element x y z (Å)
1 O 2.354 -0.376 -0.641
2 C 1.472 -0.069 0.119
3 C -0.942 0.072 -0.319
4 O -1.541 0.493 0.720
5 H -1.329 0.455 -1.292
6 Ni -0.014 -0.576 1.413

- HOMO energy (spin up / spin down) (eV) = -6.5 / -9.7
- charge = 0
- frontier orbital gap (spin up / spin down) (eV) = 6.197 / 8.884
- 2S+1 = 4

These are the natural (NBO) partial charges, in e, on atoms 1 to 2:
1 O -0.508
2 C 0.238



Number 1: E_tot -25245.905 eV, maximum force 0.0753 Eh/bohr. Number 2: E_tot -47222.939 eV, maximum force 0.1126 Eh/bohr.